# 1
ORCA calculation (ωB97M-V/def2-TZVPD) on 6 unconnected molecules or ions with the total composition C17H42F6N3O7 in a non-equilibrium geometry.

The HOMO-LUMO gap (spin up / spin down) is 7.37 / 4.85 eV. The expectation value of S² is 0.75. The value obtained for the maximum force is 0.078 Eh/bohr. Its multiplicity is 2. The value obtained for the molar mass is 514.5 g/mol.

Each line ends with the Löwdin spin population.
Cartesian coordinates (Å):
H  -3.20447  -0.99998  -3.85217  0.00
O  -1.85419  -0.60243  6.05773  0.00
H  -1.66410  -2.92627  1.37643  0.04
H  0.10250  0.25303  -0.81415  0.00
H  0.41932  3.48108  -2.57555  0.00
C  1.88937  -3.04404  0.10287  0.00
N  0.20025  -0.59272  -3.86613  0.00
O  -2.23862  -1.27316  0.45459  0.85
H  -1.18806  -1.53410  7.72951  0.00
C  -2.83797  3.26679  -3.91951  0.00
H  -0.59637  3.62372  -0.11513  0.00
O  -0.38499  -2.48630  -0.04819  0.00
H  2.78782  2.78983  -3.60416  0.00
H  -1.87825  0.68886  4.11534  0.00
H  4.48322  1.77429  0.09697  0.00
H  3.27824  2.56091  -1.95531  0.00
H  0.65938  0.04615  -4.49949  0.00
C  1.27925  3.20724  -1.96430  0.00
H  2.13016  -2.11118  0.61265  0.00
H  0.50010  -1.46941  -4.26815  0.00
H  0.49771  -0.95530  2.11284  0.00
H  0.51119  -0.32573  -2.17692  0.00
F  -2.48738  -4.99286  -0.01321  0.00
C  -1.77670  -2.60606  0.34063  0.06
C  2.42130  2.48337  -2.62444  0.00
H  4.78386  1.08097  -1.49065  0.00
H  -2.50381  3.37745  -2.88791  0.00
H  2.05743  -3.05480  -0.97405  0.00
C  -1.74880  -0.63980  7.45767  0.00
N  -1.18327  0.49567  3.40839  0.00
C  4.62871  0.83680  -0.43974  0.00
H  0.29668  -4.27929  -0.47564  0.00
C  -0.62752  -0.67560  5.40020  0.00
C  -2.18494  -1.18528  -3.51404  0.00
H  1.62149  4.20779  -1.69995  0.00
F  1.46381  1.97873  1.95488  0.00
C  -1.42882  1.28816  -4.03713  0.00
C  -2.65581  -3.81193  -0.52522  0.03
O  3.43047  0.14437  -0.07745  0.00
N  0.70981  -0.45817  -1.19554  0.00
H  -0.22489  0.27966  5.73703  0.00
O  -0.99972  1.60170  0.06923  0.00
H  1.60667  -0.10837  -0.88996  0.00
H  0.28397  -3.83041  1.31754  0.00
H  5.52738  0.36900  -0.03769  0.00
H  -0.67264  1.77166  -4.65563  0.00
H  -0.50733  1.17791  3.72104  0.00
O  0.91567  2.34133  -0.86797  0.00
F  -2.12141  -3.83626  -1.69213  0.01
H  -2.05849  -0.92690  -2.46268  0.00
C  0.70315  -0.83043  3.17600  0.00
H  1.20863  -1.72161  3.54801  0.00
H  0.50804  -1.35702  -0.78146  0.00
H  2.48776  -3.83976  0.54654  0.00
H  -1.40661  -0.33660  -5.31151  0.00
H  -3.90808  3.47352  -3.93466  0.00
H  -1.23005  0.24954  7.81554  0.00
H  3.51817  0.05640  0.87448  0.00
H  -1.93672  -2.24452  -3.58121  0.00
F  1.87772  3.94381  1.06653  0.00
C  0.82806  3.06666  1.37086  0.00
C  0.44805  -3.51541  0.28703  0.00
O  -2.74400  1.87574  -4.32038  0.00
H  -1.22494  1.41121  -2.97346  0.00
H  2.08932  1.44515  -2.62504  0.00
H  1.36540  0.03186  3.25338  0.00
C  -0.06755  2.69190  0.08530  0.00
H  -1.24615  -1.55991  3.51112  0.00
F  0.21741  3.68860  2.33978  0.00
C  -1.22248  -0.26288  -4.23970  0.00
H  -0.04669  -1.49288  5.82774  0.00
H  -2.76812  -0.80516  7.80659  0.00
F  -3.94027  -3.61582  -0.87551  0.00
H  -2.34081  3.98278  -4.57395  0.00
C  -0.62657  -0.73497  3.86282  0.00



# 2
ORCA calculation (ωB97M-V/def2-TZVPD) on a molecular structure, C17H44BF4NO8 in a non-equilibrium geometry.

The HOMO-LUMO gap is 8.95 eV. The value obtained for the maximum force is 0.331 Eh/bohr. The value obtained for the molar mass is 477.3 g/mol.

Each line ends with the Mulliken charge.
Cartesian coordinates (Å):
H  -2.07576  -1.36490  3.08147  -0.36
C  1.95570  0.80032  -1.22018  -0.33
H  2.89222  -5.51341  -4.51061  0.38
H  0.78988  -3.33584  -2.11787  0.31
H  3.16658  -1.40168  -2.03924  0.49
C  1.11846  0.01620  -3.28933  -0.78
C  -3.73725  -2.02813  0.58533  -0.51
O  -1.83825  3.18613  -1.32048  -0.55
H  -0.38458  0.18846  2.71883  0.40
F  -1.60416  1.68324  1.81837  -0.31
C  2.13010  -1.66660  -1.83896  -1.01
H  2.85474  -4.51775  -2.06771  0.36
H  -0.32294  6.11499  -0.60823  0.39
H  0.44047  2.23686  -1.20334  -0.55
H  3.81220  1.56395  4.19821  0.26
F  -2.39674  0.49182  0.02317  0.14
O  -0.14055  5.22182  -2.53066  -0.56
H  4.36298  -0.04075  4.58407  0.35
C  1.26791  2.02053  -1.87948  0.31
H  -5.52306  -1.88521  1.64367  0.41
O  -2.92361  -1.19519  -0.22394  -0.71
H  -1.81989  2.75707  -0.45374  0.26
C  -1.94538  -1.33086  4.16472  0.43
O  -4.09456  -0.39557  2.24670  -0.58
H  1.55649  0.70191  4.55220  0.33
H  2.07759  -0.21157  -3.75307  0.59
H  0.34575  -0.50760  -3.84861  0.40
F  -0.41552  -0.03074  0.97876  -0.61
H  -0.52953  0.24284  -0.97670  -0.08
C  2.05201  -4.95540  -4.09691  -1.21
H  -0.86204  4.77570  -2.98099  0.34
H  -5.27358  -0.54199  0.52237  0.27
H  2.10700  -2.04839  -0.81767  0.40
C  -0.38995  5.16084  -1.13017  0.16
C  -0.12203  -0.72343  -1.25661  -0.86
C  3.34676  0.19006  2.63405  -0.49
H  1.82550  0.61092  -0.15642  -0.07
C  1.57120  -2.87066  -2.72131  -0.44
H  0.03403  -1.33767  -0.36956  0.50
H  -0.80575  -0.20398  5.54766  0.34
H  -3.67040  0.31632  1.75415  0.25
H  -1.74010  0.84060  4.52614  0.25
C  -1.13591  -0.06745  4.51529  -0.55
C  -4.79005  -1.16687  1.27416  -0.44
H  3.10532  -0.84660  2.38568  0.25
H  -2.27058  4.73351  0.01842  0.36
N  1.26923  -0.42659  -1.83973  0.69
H  -0.67657  -1.38995  -1.91039  0.33
B  -1.26791  1.08577  0.63995  0.02
H  -0.17235  1.81748  -3.51789  0.48
H  -3.78249  -1.13580  4.02491  0.42
H  0.29712  4.44877  -0.66832  -0.02
H  1.57962  -4.40065  -4.90584  0.34
H  3.59447  -3.76038  -3.32705  0.41
H  1.07251  -2.52110  -3.62347  0.33
H  -4.18785  -2.85577  0.03397  0.39
O  -0.05362  -0.05894  3.60887  -0.60
C  -1.80183  4.56347  -0.95247  -0.87
C  2.58281  -4.01632  -2.99900  -0.57
O  -3.22328  -1.16957  4.80101  -0.63
C  0.83061  1.49038  -3.24970  -1.10
H  1.37264  -5.70584  -3.69191  0.30
H  -1.42809  -2.23053  4.50070  0.29
H  -2.48966  5.02800  -1.66753  0.46
F  -0.73954  1.98098  -0.28137  -0.18
O  2.54972  1.13049  1.92514  -0.47
H  -2.59489  -0.42821  0.26066  0.44
O  2.39454  0.33254  4.84952  -0.53
H  1.47554  1.88077  -4.04046  0.39
H  1.71504  0.70230  1.70656  -0.03
H  2.98426  0.78371  -1.57985  0.78
H  1.80961  2.96125  -1.94219  0.77
H  -3.00573  -2.51822  1.23578  0.23
C  3.55823  0.50173  4.08786  -0.45
H  4.33715  0.24439  2.16068  0.43



# 3
ORCA calculation (ωB97M-V/def2-TZVPD) on 5 unconnected molecules or ions with the total composition C17H44N5O5.

The HOMO-LUMO gap is 9.05 eV. The value obtained for the maximum force is 0.012 Eh/bohr. As for the total charge: +1. The value obtained for the molar mass is 398.6 g/mol.

Each line ends with the Mulliken charge.
Cartesian coordinates (Å):
C  -1.81790  4.02471  -3.94942  -1.30
C  -1.91062  1.55706  -3.44580  -1.04
H  -0.95406  -4.97236  2.67716  0.35
H  -0.01626  -4.91890  4.17646  0.38
H  6.04343  -1.39337  2.69219  0.28
H  3.07787  -2.16630  -0.52787  0.30
H  -7.14201  5.33613  0.31042  0.36
C  -6.57638  3.26787  0.53341  0.44
H  -4.83584  4.43171  1.06097  0.33
H  7.86793  -2.68794  -0.97438  0.31
C  0.05341  -4.90482  3.08926  -1.46
N  -2.32034  0.38271  -0.05953  -0.27
H  1.14952  0.14475  1.45203  0.28
H  2.65045  -2.61926  2.81129  0.29
N  2.93609  -1.23715  -0.14635  -0.17
O  0.79448  -3.62116  1.16430  -0.55
C  0.53719  0.38502  0.58131  -1.38
H  2.97013  -0.02618  -1.84813  0.50
C  2.16125  -3.52703  3.16703  -1.38
C  0.75546  -3.64923  2.60663  0.73
C  2.23368  -0.42573  -1.14646  -1.06
H  -5.59172  3.62802  2.44070  0.38
H  8.56742  -1.30955  -0.11076  0.39
O  2.32601  1.73634  0.02210  -0.60
C  6.56640  -1.06321  1.79414  -1.12
H  -1.32190  0.63733  -3.41142  0.25
H  -1.16984  4.84114  -4.26494  0.34
H  -7.04589  2.32904  0.83460  0.27
H  -0.60384  2.50605  -4.85669  0.31
H  7.46874  -0.52924  2.09424  0.39
H  -7.90902  4.52934  1.68469  0.38
O  -6.19830  3.07119  -0.83500  -0.53
H  -2.22021  4.27669  -2.96337  0.31
H  5.91270  -0.36649  1.26186  0.22
C  -3.52390  -0.03678  -0.39441  -0.28
C  -1.55396  -0.73190  -0.02074  0.49
H  0.15578  -1.71296  0.27837  0.00
H  -2.74971  1.40924  -4.12700  0.50
H  1.53065  -1.01020  -1.75408  0.35
C  -1.03651  2.72436  -3.87945  0.30
N  -3.57112  -1.35396  -0.57130  -0.19
H  7.01353  -1.14187  -0.94062  0.29
H  1.31238  -4.38035  0.87165  0.33
H  -0.26671  3.08775  -2.12431  0.35
H  2.14583  -3.50610  4.25640  0.41
C  -7.58485  4.39673  0.65235  -1.38
H  3.02475  1.95866  -0.60052  0.41
H  -4.63205  2.69612  1.28251  0.14
H  -0.11210  1.20968  0.85704  0.52
O  0.07874  2.85918  -2.99541  -0.53
H  0.60592  -5.79279  2.77198  0.38
H  -4.34136  -1.94770  -0.83357  0.21
H  0.17012  -2.77068  2.89008  0.20
C  6.89848  -2.25075  0.90470  0.38
H  0.89729  1.19612  -1.37463  -0.22
H  -8.45984  4.19450  0.03577  0.33
C  -5.34305  3.51898  1.38498  -1.04
H  -2.65033  3.95015  -4.64988  0.39
C  7.63645  -1.82297  -0.35309  -1.24
H  -4.35436  0.64718  -0.51166  0.57
H  -2.05436  -2.78945  -0.39488  0.25
H  7.51024  -2.96350  1.46017  0.29
N  -2.30307  -1.81433  -0.33738  0.01
H  2.77230  -4.37574  2.84982  0.36
C  1.48411  0.76119  -0.55615  1.07
N  -0.27152  -0.79007  0.27070  0.32
H  -2.30431  1.74608  -2.44292  0.12
H  2.37563  -1.38866  0.68394  -0.15
H  -5.78784  3.88810  -1.14072  0.34
H  5.14237  -2.36379  0.07063  0.33
O  5.70836  -2.96667  0.56695  -0.54



Number 1: electronic energy -53409.92267 eV. Number 2: electronic energy -47754.92201 eV. Number 3: electronic energy -36024.45863 eV.